(1)
{
  "formula": "C43H52FeIN9O3",
  "method": "wB97M-V/def2-TZVPD",
  "elements": ["Fe", "C", "C", "N", "C", "C", "C", "O", "C", "C", "N", "C", "C", "C", "C", "C", "C", "I", "C", "O", "H", "H", "H", "H", "H", "H", "H", "H", "H", "H", "H", "H", "C", "C", "C", "C", "C", "C", "C", "C", "C", "C", "C", "C", "N", "C", "C", "N", "C", "C", "C", "C", "C", "C", "C", "C", "C", "C", "C", "C", "H", "H", "H", "H", "H", "H", "H", "H", "H", "H", "H", "H", "H", "H", "H", "H", "H", "H", "H", "H", "H", "H", "H", "H", "H", "H", "H", "H", "H", "H", "H", "H", "H", "H", "H", "H", "N", "C", "N", "N", "C", "N", "H", "H", "H", "H", "O", "C", "N"],
  "coordinates": [[0.749, -0.596, -0.015], [2.509, -3.043, 2.943], [1.812, -1.836, 3.485], [0.804, -1.970, 4.478], [-0.312, 0.001, 5.694], [-0.778, 0.821, 4.722], [-1.551, 2.027, 5.207], [-0.700, 3.175, 5.400], [-0.510, 0.733, 3.282], [-0.526, 1.812, 2.434], [0.001, 1.799, 1.176], [-0.068, 2.945, 0.441], [-1.078, 3.930, 0.581], [-1.118, 5.071, -0.205], [-0.142, 5.314, -1.170], [0.855, 4.359, -1.357], [0.875, 3.211, -0.587], [2.312, 1.755, -1.027], [1.581, -0.560, 2.678], [2.034, -0.539, 1.376], [2.637, -3.790, 3.727], [3.485, -2.759, 2.536], [1.961, -3.494, 2.111], [-0.610, 0.264, 6.708], [-2.024, 1.804, 6.164], [-2.334, 2.294, 4.495], [0.182, 2.922, 5.106], [-0.828, 2.776, 2.851], [-1.865, 3.747, 1.304], [-1.925, 5.782, -0.069], [-0.162, 6.216, -1.771], [1.631, 4.513, -2.101], [1.166, -0.125, -4.346], [0.947, -1.303, -3.390], [1.996, -2.393, -3.608], [-0.482, -1.799, -3.552], [-0.813, -2.398, -4.764], [-2.116, -2.750, -5.068], [-3.122, -2.365, -4.201], [-2.845, -1.744, -2.989], [-4.040, -1.124, -2.249], [-4.782, -0.146, -3.171], [-5.016, -2.183, -1.722], [-1.495, -1.598, -2.591], [-1.126, -1.226, -1.257], [-1.922, -1.520, -0.326], [-1.632, -1.153, 1.069], [-0.472, -0.763, 1.349], [-0.011, -0.587, 2.722], [-0.257, -1.806, 3.600], [0.796, -1.077, 5.678], [2.053, -0.253, 5.819], [2.559, 0.567, 4.817], [2.249, 0.615, 3.463], [2.928, 1.675, 2.625], [4.354, 1.238, 2.254], [2.939, 3.063, 3.262], [-1.426, -2.763, 3.641], [-1.026, -4.087, 4.288], [-2.641, -2.157, 4.363], [2.141, 0.335, -4.167], [0.392, 0.634, -4.202], [1.127, -0.462, -5.389], [1.061, -0.944, -2.381], [1.964, -2.786, -4.631], [1.842, -3.213, -2.907], [2.996, -1.984, -3.434], [-0.026, -2.585, -5.487], [-2.350, -3.262, -5.994], [-4.156, -2.535, -4.482], [-3.677, -0.525, -1.420], [-5.214, -0.653, -4.038], [-4.106, 0.634, -3.529], [-5.596, 0.337, -2.622], [-5.453, -2.742, -2.554], [-5.830, -1.714, -1.162], [-4.524, -2.908, -1.068], [-2.803, -2.133, -0.492], [-2.419, -1.220, 1.813], [0.671, -1.701, 6.565], [2.450, -0.138, 6.822], [3.291, 1.296, 5.160], [2.357, 1.742, 1.708], [4.988, 1.198, 3.149], [4.800, 1.939, 1.536], [4.324, 0.248, 1.797], [3.496, 3.094, 4.203], [1.919, 3.415, 3.454], [3.412, 3.774, 2.578], [-1.737, -2.998, 2.618], [-0.688, -3.930, 5.315], [-0.213, -4.560, 3.733], [-1.885, -4.765, 4.299], [-2.404, -1.978, 5.415], [-3.493, -2.845, 4.304], [-2.933, -1.196, 3.926], [-3.250, 4.556, -4.566], [-2.406, 3.677, -3.961], [-1.100, 3.735, -4.316], [-2.898, 2.829, -3.111], [-2.022, 2.078, -2.433], [-1.270, 1.425, -1.835], [-2.970, 4.980, -5.431], [-4.228, 4.359, -4.448], [-0.755, 4.590, -4.718], [-0.458, 3.270, -3.687], [0.648, -4.780, -0.171], [0.923, -3.608, -0.301], [1.222, -2.464, -0.447]],
  "spin_multiplicity": 2,
  "charge": -1,
  "homo_energy_ev": [-3.26, -3.55],
  "homo_lumo_gap_ev": [5.15, 5.44],
  "s_squared": 0.784
}


(2)
{
  "formula": "C43H54AsBr2CrN3P",
  "method": "wB97M-V/def2-TZVPD",
  "elements": ["Cr", "Br", "C", "C", "C", "N", "C", "C", "C", "C", "C", "Br", "C", "C", "N", "H", "H", "H", "H", "H", "H", "C", "C", "C", "C", "C", "C", "As", "N", "C", "C", "C", "C", "C", "C", "C", "C", "C", "C", "C", "C", "C", "C", "C", "C", "C", "C", "H", "H", "H", "H", "H", "H", "H", "H", "H", "H", "H", "H", "H", "H", "H", "H", "H", "H", "H", "H", "H", "H", "H", "H", "H", "H", "H", "C", "C", "C", "P", "C", "C", "C", "C", "C", "C", "H", "H", "H", "H", "H", "H", "H", "H", "H", "H", "H", "H", "H", "H", "H", "H", "H", "H", "H", "H", "H"],
  "coordinates": [[0.380, 0.414, 0.239], [0.046, 0.973, 6.820], [0.135, 0.762, 4.958], [0.345, -0.532, 4.427], [0.372, -0.653, 3.071], [0.219, 0.396, 2.225], [0.075, 1.672, 2.747], [0.005, 1.842, 4.149], [0.017, 2.732, 1.809], [0.056, 4.101, 2.155], [-0.034, 5.040, 1.175], [0.049, 6.862, 1.616], [-0.177, 4.670, -0.179], [-0.178, 3.338, -0.462], [-0.078, 2.368, 0.479], [0.470, -1.398, 5.063], [0.517, -1.620, 2.616], [-0.156, 2.826, 4.571], [0.175, 4.401, 3.187], [-0.276, 5.409, -0.963], [-0.283, 3.006, -1.488], [6.978, -2.156, 4.419], [5.815, -1.870, 3.503], [5.159, -0.650, 3.524], [4.118, -0.338, 2.647], [3.409, 0.977, 2.889], [3.769, -1.290, 1.678], [2.477, -1.075, 0.238], [2.154, 0.696, -0.214], [2.984, 1.638, -0.894], [2.498, 2.240, -2.055], [3.245, 3.189, -2.740], [4.506, 3.544, -2.282], [5.011, 2.930, -1.144], [4.259, 1.986, -0.455], [3.272, -1.625, -1.464], [4.601, -1.410, -1.848], [5.725, -0.943, -0.945], [4.965, -1.681, -3.170], [4.074, -2.149, -4.113], [4.493, -2.409, -5.538], [2.765, -2.388, -3.703], [2.348, -2.144, -2.406], [0.913, -2.511, -2.072], [4.346, -2.575, 1.706], [3.913, -3.682, 0.765], [5.362, -2.837, 2.608], [7.058, -1.411, 5.210], [7.913, -2.147, 3.854], [6.886, -3.142, 4.878], [5.446, 0.095, 4.265], [2.771, 0.876, 3.774], [2.784, 1.291, 2.067], [4.125, 1.774, 3.100], [1.535, 1.921, -2.437], [2.846, 3.642, -3.640], [5.095, 4.279, -2.816], [6.001, 3.188, -0.786], [4.666, 1.520, 0.429], [5.415, -0.741, 0.069], [6.177, -0.037, -1.350], [6.506, -1.708, -0.910], [6.002, -1.515, -3.456], [5.560, -2.229, -5.679], [3.946, -1.759, -6.225], [4.279, -3.441, -5.826], [2.052, -2.789, -4.419], [0.427, -2.949, -2.944], [0.321, -1.649, -1.775], [0.863, -3.233, -1.257], [2.842, -3.661, 0.569], [4.146, -4.655, 1.198], [4.422, -3.613, -0.198], [5.816, -3.826, 2.618], [-4.133, -2.017, 0.156], [-2.657, -1.749, -0.131], [-1.768, -2.606, 0.787], [-2.091, 0.007, -0.060], [-2.505, 0.740, -1.716], [-1.337, 0.514, -2.688], [-3.802, 0.260, -2.365], [-3.083, 0.985, 1.154], [-3.111, 0.334, 2.551], [-4.493, 1.392, 0.726], [-4.343, -3.072, -0.036], [-4.802, -1.429, -0.470], [-4.376, -1.823, 1.202], [-2.444, -2.034, -1.165], [-1.914, -2.335, 1.838], [-0.709, -2.487, 0.548], [-2.019, -3.665, 0.679], [-2.580, 1.813, -1.516], [-1.254, -0.542, -2.958], [-0.375, 0.825, -2.275], [-1.492, 1.078, -3.610], [-3.753, -0.807, -2.601], [-3.948, 0.797, -3.307], [-4.682, 0.436, -1.748], [-2.489, 1.896, 1.224], [-3.891, -0.426, 2.610], [-3.340, 1.093, 3.302], [-2.167, -0.130, 2.832], [-5.156, 0.530, 0.628], [-4.508, 1.962, -0.204], [-4.908, 2.037, 1.506]],
  "spin_multiplicity": 5,
  "charge": 1,
  "homo_energy_ev": [-8.16, -10.61],
  "homo_lumo_gap_ev": [5.15, 7.35],
  "s_squared": 6.071
}


(3)
{
  "formula": "C43H54F3NO7P2SSr",
  "method": "wB97M-V/def2-TZVPD",
  "elements": ["Sr", "O", "P", "C", "C", "C", "C", "C", "C", "C", "C", "C", "C", "C", "C", "C", "C", "C", "C", "C", "C", "H", "H", "H", "H", "H", "H", "H", "H", "H", "H", "H", "H", "H", "H", "H", "F", "C", "F", "F", "S", "O", "O", "O", "C", "C", "C", "C", "C", "C", "C", "C", "N", "C", "C", "C", "C", "C", "C", "C", "C", "C", "C", "H", "H", "H", "H", "H", "H", "H", "H", "H", "H", "H", "H", "H", "H", "H", "H", "H", "H", "H", "H", "H", "H", "H", "H", "C", "C", "O", "P", "O", "C", "C", "O", "C", "C", "H", "H", "H", "H", "H", "H", "H", "H", "H", "H", "H", "H", "H", "H", "H"],
  "coordinates": [[0.779, -0.368, -0.703], [0.123, -1.402, 1.418], [0.903, -2.006, 2.540], [2.408, -1.020, 2.717], [2.224, 0.365, 2.670], [3.324, 1.208, 2.678], [4.606, 0.676, 2.745], [4.790, -0.697, 2.796], [3.692, -1.546, 2.778], [0.000, -1.946, 4.090], [0.665, -1.843, 5.309], [-0.061, -1.847, 6.490], [-1.445, -1.952, 6.452], [-2.108, -2.054, 5.237], [-1.387, -2.056, 4.054], [1.310, -3.727, 2.210], [0.855, -4.285, 1.021], [1.124, -5.616, 0.738], [1.842, -6.387, 1.639], [2.289, -5.835, 2.833], [2.016, -4.509, 3.123], [1.224, 0.784, 2.606], [3.175, 2.278, 2.624], [5.464, 1.335, 2.745], [5.790, -1.110, 2.828], [3.840, -2.618, 2.763], [1.743, -1.732, 5.332], [0.450, -1.759, 7.440], [-2.009, -1.949, 7.376], [-3.188, -2.127, 5.211], [-1.888, -2.141, 3.097], [0.317, -3.672, 0.312], [0.782, -6.044, -0.196], [2.057, -7.424, 1.414], [2.844, -6.441, 3.537], [2.347, -4.087, 4.066], [3.044, -4.541, -3.117], [3.546, -3.844, -2.101], [4.786, -3.476, -2.405], [3.589, -4.628, -1.025], [2.509, -2.360, -1.758], [2.825, -1.956, -0.398], [2.833, -1.337, -2.720], [1.127, -2.799, -1.855], [-1.436, 5.935, 1.619], [-1.399, 4.448, 1.377], [-2.131, 3.581, 2.181], [-2.062, 2.211, 1.943], [-2.893, 1.260, 2.764], [-1.273, 1.732, 0.912], [-0.512, 2.567, 0.059], [-0.610, 3.951, 0.349], [0.234, 1.968, -0.919], [0.825, 2.738, -2.008], [2.042, 3.578, -1.564], [2.699, 4.278, -2.754], [1.666, 5.169, -3.453], [0.502, 4.313, -3.964], [1.036, 3.267, -4.944], [2.043, 2.371, -4.221], [3.216, 3.221, -3.731], [1.350, 1.707, -3.029], [-0.183, 3.613, -2.785], [-2.133, 6.188, 2.418], [-1.741, 6.472, 0.719], [-0.450, 6.310, 1.902], [-2.750, 3.967, 2.984], [-3.067, 1.652, 3.766], [-2.405, 0.290, 2.858], [-3.871, 1.099, 2.300], [-1.281, 0.656, 0.747], [-0.047, 4.663, -0.233], [2.757, 2.902, -1.079], [1.753, 4.312, -0.811], [3.534, 4.891, -2.400], [2.133, 5.702, -4.288], [1.295, 5.926, -2.753], [-0.225, 4.953, -4.473], [1.515, 3.757, -5.799], [0.209, 2.664, -5.335], [2.406, 1.598, -4.902], [3.710, 3.696, -4.585], [3.960, 2.588, -3.238], [2.083, 1.056, -2.534], [0.511, 1.088, -3.374], [-0.984, 2.958, -3.145], [-0.652, 4.354, -2.139], [-3.852, -2.881, 0.892], [-3.601, -1.548, 0.224], [-3.568, -1.717, -1.201], [-2.189, -1.247, -1.960], [-2.401, 0.296, -2.303], [-3.626, 0.934, -2.707], [-3.996, 1.968, -1.666], [-2.488, -1.922, -3.398], [-2.172, -3.324, -3.523], [-3.421, -4.173, -3.427], [-3.978, -2.748, 1.969], [-3.010, -3.554, 0.723], [-4.755, -3.346, 0.495], [-2.657, -1.119, 0.577], [-4.391, -0.830, 0.450], [-4.410, 0.186, -2.833], [-3.432, 1.397, -3.675], [-4.176, 1.493, -0.700], [-4.901, 2.498, -1.966], [-3.187, 2.688, -1.538], [-1.435, -3.603, -2.762], [-1.692, -3.439, -4.494], [-3.880, -4.078, -2.444], [-3.170, -5.221, -3.600], [-4.145, -3.864, -4.181]],
  "homo_energy_ev": -6.20,
  "homo_lumo_gap_ev": 6.44,
  "e_above_lowest_kj_mol": 38.44
}


(4)
{
  "formula": "C43H54N3O2P2S3Si2Tl",
  "method": "wB97M-V/def2-TZVPD",
  "elements": ["Tl", "C", "Si", "C", "C", "N", "P", "C", "P", "N", "Si", "C", "C", "C", "C", "C", "C", "C", "C", "C", "C", "C", "C", "C", "C", "C", "C", "C", "C", "C", "C", "C", "C", "C", "C", "C", "C", "C", "H", "H", "H", "H", "H", "H", "H", "H", "H", "H", "H", "H", "H", "H", "H", "H", "H", "H", "H", "H", "H", "H", "H", "H", "H", "H", "H", "H", "H", "H", "H", "H", "H", "H", "H", "H", "H", "H", "C", "C", "S", "C", "C", "S", "C", "C", "S", "H", "H", "H", "H", "H", "H", "H", "H", "H", "H", "H", "H", "O", "C", "O", "C", "C", "C", "C", "C", "N", "H", "H", "H", "H"],
  "coordinates": [[-1.044, 1.362, 1.292], [3.271, -2.426, 3.195], [2.322, -0.804, 2.840], [0.836, -0.753, 4.015], [3.550, 0.532, 3.461], [1.773, -0.436, 1.289], [1.926, -0.891, -0.241], [0.649, -1.117, -1.359], [-0.670, -1.895, -0.601], [-1.629, -1.130, 0.451], [-3.090, -1.643, 1.166], [-4.461, -0.400, 0.718], [-3.715, -3.357, 0.609], [-2.966, -1.625, 3.059], [-1.832, -2.380, -1.983], [-2.701, -1.337, -2.326], [-3.700, -1.487, -3.271], [-3.860, -2.704, -3.922], [-3.003, -3.747, -3.609], [-2.009, -3.588, -2.650], [-0.247, -3.507, 0.226], [0.165, -4.686, -0.397], [0.601, -5.773, 0.344], [0.670, -5.699, 1.728], [0.313, -4.518, 2.362], [-0.131, -3.437, 1.616], [3.119, 0.295, -1.030], [3.785, 1.237, -0.253], [4.722, 2.094, -0.814], [5.011, 2.012, -2.170], [4.352, 1.074, -2.956], [3.413, 0.223, -2.390], [3.183, -2.271, -0.274], [4.437, -2.135, 0.317], [5.336, -3.188, 0.312], [4.987, -4.399, -0.275], [3.761, -4.528, -0.911], [2.879, -3.456, -0.928], [3.197, -2.690, 4.254], [2.884, -3.264, 2.609], [4.330, -2.320, 2.954], [1.030, -1.231, 4.980], [0.530, 0.277, 4.212], [-0.022, -1.256, 3.564], [3.744, 0.422, 4.532], [4.512, 0.476, 2.944], [3.140, 1.534, 3.300], [-4.756, -0.481, -0.331], [-5.353, -0.545, 1.334], [-4.100, 0.618, 0.887], [-3.937, -3.344, -0.460], [-2.944, -4.115, 0.768], [-4.619, -3.668, 1.139], [-2.649, -0.630, 3.386], [-3.935, -1.836, 3.521], [-2.245, -2.352, 3.439], [-2.612, -0.407, -1.782], [-4.366, -0.658, -3.486], [-4.645, -2.836, -4.657], [-3.111, -4.702, -4.111], [-1.395, -4.447, -2.423], [0.172, -4.758, -1.476], [0.893, -6.686, -0.164], [1.022, -6.549, 2.301], [0.373, -4.443, 3.441], [-0.401, -2.504, 2.093], [3.543, 1.281, 0.802], [5.231, 2.821, -0.190], [5.758, 2.663, -2.610], [4.582, 1.006, -4.014], [2.898, -0.518, -2.992], [4.699, -1.193, 0.786], [6.314, -3.072, 0.766], [5.674, -5.237, -0.235], [3.496, -5.462, -1.395], [1.938, -3.506, -1.454], [-2.666, 4.607, -3.583], [-3.502, 3.580, -2.832], [-2.651, 2.374, -1.752], [-1.353, 1.670, -2.790], [-0.071, 2.492, -2.919], [0.250, 3.449, -1.398], [0.845, 5.027, -2.071], [-0.074, 5.722, -3.070], [-1.825, 5.881, -2.570], [-3.331, 5.159, -4.252], [-1.909, 4.114, -4.191], [-4.067, 3.010, -3.574], [-4.207, 4.070, -2.158], [-1.773, 1.420, -3.767], [-1.065, 0.742, -2.276], [-0.088, 3.185, -3.759], [0.762, 1.805, -3.050], [1.830, 4.884, -2.523], [0.957, 5.636, -1.172], [-0.068, 5.217, -4.035], [0.277, 6.743, -3.230], [-3.055, 3.142, 5.267], [-2.513, 2.876, 4.182], [-2.170, 1.749, 3.736], [-2.197, 4.105, 3.305], [-1.622, 5.237, 3.881], [-1.296, 6.315, 3.079], [-1.593, 6.252, 1.723], [-2.191, 5.100, 1.240], [-2.468, 4.044, 2.002], [-1.426, 5.234, 4.945], [-0.815, 7.193, 3.495], [-1.362, 7.071, 1.052], [-2.438, 4.996, 0.190]],
  "charge": -2,
  "homo_energy_ev": -1.53,
  "homo_lumo_gap_ev": 5.04
}